Arrangement A

# C4H3Cl2N

A single C4H3Cl2N molecule (ωB97M-V/def2-TZVPD, the OMol25 dataset).

Frontier orbital gap   7.408 eV
LUMO level   -0.655 eV

Geometry as ORCA input:
```
! wB97M-V def2-TZVPD RIJCOSX def2/J DEFGRID3
* xyz 0 1
Cl 0.619 -2.342 0.153
Cl -1.145 -3.770 -1.712
N -0.462 -0.110 -0.133
C -0.721 -1.388 -0.652
C 0.691 2.014 0.804
C -0.033 0.816 0.519
C -1.620 -2.169 -1.587
H 1.727 1.742 1.010
H 0.282 2.538 1.667
H 0.662 2.668 -0.070
*
```


Arrangement B

# C4H3Cl2N

A single C4H3Cl2N molecule (ωB97M-V/def2-TZVPD, the OMol25 dataset).

SMILES string   Clc1cc[nH]c1Cl
Frontier orbital gap   9.298 eV
LUMO level   0.777 eV

Geometry as ORCA input:
```
! wB97M-V def2-TZVPD RIJCOSX def2/J DEFGRID3
* xyz 0 1
Cl -1.637 -1.309 0.004
Cl -0.840 1.830 -0.043
N 1.672 0.740 0.043
C 1.225 -1.464 -0.072
C 0.059 -0.704 0.121
C 2.243 -0.511 -0.100
C 0.388 0.634 0.099
H 2.256 1.520 0.009
H 3.270 -0.747 0.279
H 1.397 -2.532 -0.232
*
```


Most stable: arrangement B


Arrangement A

# C6H6N2O2

A single C6H6N2O2 molecule (ωB97M-V/def2-TZVPD, the OMol25 dataset).

SMILES string   O=[N+]([O-])Nc1ccccc1
Frontier orbital gap   9.641 eV
LUMO level   0.489 eV

Geometry as ORCA input:
```
! wB97M-V def2-TZVPD RIJCOSX def2/J DEFGRID3
* xyz 0 1
O 2.690 1.290 -0.476
O 3.819 -0.518 -0.172
N 1.700 -0.502 0.554
N 2.831 0.148 -0.101
C -2.301 0.314 -0.189
C -1.459 1.362 0.113
C -0.469 -1.280 -0.107
C -0.117 1.110 0.194
C 0.367 -0.204 0.168
C -1.827 -1.001 -0.327
H 0.658 1.829 0.508
H -0.047 -2.294 -0.236
H -3.417 0.501 -0.246
H -1.789 2.411 0.156
H -2.549 -1.728 -0.540
H 1.912 -1.439 0.703
*
```


Arrangement B

# C6H6N2O2

2 unconnected molecules or ions with the total composition C6H6N2O2 (ωB97M-V/def2-TZVPD, the OMol25 dataset).

SMILES string   O=c1cc[nH]c(=O)[nH]1.C#C
Frontier orbital gap   9.921 eV
LUMO level   0.506 eV

Geometry as ORCA input:
```
! wB97M-V def2-TZVPD RIJCOSX def2/J DEFGRID3
* xyz 0 1
O -1.924 0.295 -1.191
O 2.130 -1.731 -0.336
N -0.263 1.512 -0.134
N 0.131 -0.694 -0.886
C 1.431 -0.734 -0.304
C -0.794 0.355 -0.752
C -1.392 -1.695 0.489
C 1.023 1.573 0.295
C -1.890 -0.802 1.153
C 1.881 0.534 0.231
H -0.301 -1.506 -1.363
H -2.324 -0.015 1.740
H 2.868 0.621 0.661
H -0.859 2.344 -0.193
H -1.038 -2.577 -0.090
H 1.322 2.520 0.681
*
```


Most stable: arrangement B


Arrangement A

# C6H9N4

A gas-phase ion, C6H9N4 (charge +1) (ωB97M-V/def2-TZVPD, the OMol25 dataset).

SMILES string   C[C@]12N=CNCC1=NC=[NH+]2
Frontier orbital gap   8.239 eV
LUMO level   -5.278 eV

Geometry as ORCA input:
```
! wB97M-V def2-TZVPD RIJCOSX def2/J DEFGRID3
* xyz 1 1
N -0.409 0.598 -1.221
N -1.989 -0.807 -0.296
N 1.800 0.462 -0.576
N 1.280 -1.669 0.145
C -1.098 -1.326 0.805
C 0.224 -0.877 0.317
C 0.455 0.572 -0.041
C 0.192 1.745 0.851
C -1.549 0.002 -1.260
C 2.205 -0.805 -0.364
H 3.293 -0.896 -0.515
H 0.268 2.709 0.241
H -1.421 -0.916 1.713
H -1.270 -2.438 0.783
H 1.202 1.871 1.526
H 2.320 1.213 -1.033
H -2.015 -0.007 -2.253
H -0.663 1.887 1.598
H -2.825 -1.317 -0.420
*
```


Arrangement B

# C6H9N4

2 unconnected molecules or ions with the total composition C6H9N4 (ωB97M-V/def2-TZVPD, the OMol25 dataset).

Frontier orbital gap   9.111 eV
LUMO level   -5.158 eV

Geometry as ORCA input:
```
! wB97M-V def2-TZVPD RIJCOSX def2/J DEFGRID3
* xyz 1 1
N 0.034 -1.091 -1.172
N 0.644 1.088 1.793
N 0.154 2.916 -1.165
N -0.134 3.933 -1.468
C -0.557 0.991 2.222
C -1.470 -0.360 0.453
C 0.937 0.395 0.627
C 1.120 -1.782 -1.801
C -1.627 0.211 1.671
C -0.060 -0.384 -0.079
H -2.528 0.156 2.293
H 1.818 -1.085 -2.062
H 1.587 -2.459 -1.149
H -0.762 1.381 3.234
H -0.842 -1.547 -1.418
H 1.186 1.140 -0.045
H 0.786 -2.322 -2.673
H -2.195 -1.100 -0.083
H 1.910 -0.080 0.820
*
```


Most stable: arrangement B


Arrangement A

# CH14N2O4

5 unconnected molecules or ions with the total composition CH14N2O4 (ωB97M-V/def2-TZVPD, the OMol25 dataset).

SMILES string   NCN.O.O.O.O
Frontier orbital gap   9.169 eV
LUMO level   0.544 eV

Geometry as ORCA input:
```
! wB97M-V def2-TZVPD RIJCOSX def2/J DEFGRID3
* xyz 0 1
O -1.593 -2.296 0.186
O 0.502 2.288 -0.924
O 1.402 0.071 -1.600
O -0.279 -2.021 -2.140
N 0.005 2.027 2.062
N 0.290 -0.345 1.264
C -0.383 0.637 2.123
H -0.387 0.296 3.015
H 0.007 2.895 -1.575
H -2.444 -1.845 0.207
H 1.239 -0.500 1.553
H 1.962 0.113 -2.269
H -1.363 0.760 1.753
H -0.735 -2.365 -1.336
H 0.783 2.300 2.456
H 0.853 -0.814 -1.717
H -0.116 -2.812 -2.763
H -0.987 -1.615 0.579
H 0.861 1.460 -1.462
H 0.038 2.361 1.030
H 0.267 -0.161 0.343
*
```


Arrangement B

# CH14N2O4

5 unconnected molecules or ions with the total composition CH14N2O4 (ωB97M-V/def2-TZVPD, the OMol25 dataset).

SMILES string   NCN.O.O.O.O
Frontier orbital gap   9.553 eV
LUMO level   0.415 eV

Geometry as ORCA input:
```
! wB97M-V def2-TZVPD RIJCOSX def2/J DEFGRID3
* xyz 0 1
O -0.846 2.157 0.594
O -2.665 -0.740 0.476
O 3.621 1.700 -0.118
O -4.019 1.417 0.480
N 1.560 -0.302 0.336
N 0.550 -2.252 -0.585
C 1.715 -1.259 -0.900
H 4.591 1.664 0.153
H -3.594 0.589 0.187
H -1.790 -0.776 0.028
H 1.538 -0.680 -1.795
H -0.415 -2.048 -0.818
H 3.262 0.908 0.046
H 1.518 -0.645 1.254
H -1.724 2.270 0.528
H -4.220 1.249 1.368
H 0.707 -3.156 -1.093
H 2.702 -1.925 -1.013
H -0.198 2.834 0.783
H 0.789 0.450 0.065
H -3.081 -1.452 0.024
*
```


Most stable: arrangement A


Arrangement A

# C4H14N4

3 unconnected molecules or ions with the total composition C4H14N4 (ωB97M-V/def2-TZVPD, the OMol25 dataset).

Frontier orbital gap (spin up / spin down)   6.899 / 6.898 eV
LUMO level (spin up / spin down)   0.862 / 0.862 eV

Geometry as ORCA input:
```
! wB97M-V def2-TZVPD RIJCOSX def2/J DEFGRID3
* xyz 0 1
N 1.023 1.272 -0.565
N -1.337 -1.162 0.886
N 0.922 -1.280 -0.692
N -1.323 1.176 0.892
C -1.086 0.087 -1.886
C 0.458 -0.002 -0.224
C -0.810 0.006 0.459
C 1.443 -0.091 1.663
H -2.047 1.189 1.589
H 2.027 1.280 -0.431
H 2.512 -0.125 1.440
H -0.929 -1.977 0.447
H 1.060 -1.270 -1.695
H 1.197 0.800 2.237
H -1.793 -0.741 -1.888
H -1.583 1.055 -1.878
H 1.777 -1.556 -0.227
H -2.310 -1.201 1.139
H 1.130 -0.997 2.180
H -0.691 1.964 0.838
H -0.457 0.001 -2.775
H 0.818 1.568 -1.511
*
```


Arrangement B

# C4H14N4

3 unconnected molecules or ions with the total composition C4H14N4 (ωB97M-V/def2-TZVPD, the OMol25 dataset).

Frontier orbital gap   8.210 eV
LUMO level   0.208 eV

Geometry as ORCA input:
```
! wB97M-V def2-TZVPD RIJCOSX def2/J DEFGRID3
* xyz 0 1
N 0.455 0.193 -1.955
N -1.840 3.019 -1.138
N -1.322 1.255 0.226
N -1.176 1.991 -0.844
C 1.117 -0.324 -0.953
C 0.299 -1.935 1.632
C -0.618 -1.418 0.533
C 1.803 0.575 0.015
H -2.072 1.592 0.847
H 1.996 0.066 0.955
H -0.056 -2.882 2.049
H -0.232 1.082 -1.725
H -1.649 -1.409 0.910
H 1.215 1.469 0.205
H -2.531 3.224 -0.388
H 1.460 -1.352 -1.023
H 1.317 -2.118 1.276
H 2.767 0.861 -0.416
H 0.359 -1.223 2.458
H -0.750 -0.129 0.323
H -0.661 -2.105 -0.314
H 0.118 -0.433 -2.674
*
```


Most stable: arrangement A